Molecular formula: C6H16F2I2NO8
Method: DFT, ωB97M-V/def2-TZVPD

* net charge: -1
* DFT total energy: -1689.89378 a.u.
* orbital gap: 5.3 eV
* energy relative to the best compared isomer or geometry (same formula, charge and spin): 79.88 kcal per mole

Geometry (Å):
C1 2.07 -2.03 -1.05
C2 1.84 -0.68 -1.92
I1 3.46 0.18 -3.16
C3 0.56 -0.01 -1.88
I2 0.26 1.86 -3.05
C4 -0.64 -0.63 -0.96
N1 -1.82 -0.83 -1.90
C5 -1.85 -2.27 -2.31
O1 -1.66 -3.13 -1.40
F1 -2.12 -2.73 -3.62
C6 -3.10 -0.51 -1.20
O2 -4.14 -0.16 -1.82
F2 -3.23 -0.65 0.24
H1 2.92 -2.64 -1.51
H2 1.12 -2.68 -1.02
H3 2.34 -1.73 0.04
H4 -0.87 0.16 -0.17
O3 0.46 2.15 0.11
H5 0.05 2.87 0.61
H6 1.36 2.46 -0.03
O4 1.59 2.60 2.51
H7 1.72 2.62 3.47
H8 1.22 1.72 2.35
O5 -2.07 0.89 2.52
H9 -2.63 0.65 1.77
H10 -1.30 1.32 2.12
O6 0.82 1.96 5.15
H11 0.84 2.58 5.88
H12 0.11 1.34 5.39
O7 -3.47 2.93 0.32
H13 -3.33 2.95 1.27
H14 -3.84 2.05 0.15
O8 4.19 -3.96 -2.12
H15 5.06 -4.25 -1.84
H16 4.04 -4.41 -2.96



Molecular formula: C80H215N13O35
Method: DFT, ωB97M-V/def2-TZVPD

* net charge: 0
* DFT total energy: -6521.76951 a.u.
* orbital gap: 8.7 eV

Geometry (Å):
C1 2.99 -6.48 -1.67
C2 1.63 -7.17 -1.42
O1 1.73 -8.58 -1.83
O2 2.92 -5.12 -1.35
H1 3.28 -6.53 -2.70
H2 3.66 -6.97 -0.96
H3 0.83 -6.64 -1.94
H4 1.47 -7.20 -0.34
H5 0.91 -8.81 -2.29
H6 3.15 -5.11 -0.40
C3 -5.96 1.02 5.19
C4 -4.44 1.01 5.36
O3 -4.07 -0.09 6.16
O4 -6.51 1.00 6.61
H7 -6.22 0.13 4.61
H8 -6.27 1.95 4.72
H9 -4.08 1.95 5.81
H10 -3.95 0.90 4.39
H11 -4.64 -0.09 6.94
H12 -7.47 0.89 6.51
C5 -1.65 -2.15 -4.49
C6 -1.86 -3.66 -4.43
O5 -1.17 -4.28 -3.39
O6 -0.29 -1.78 -4.90
H13 -1.85 -1.75 -3.50
H14 -2.30 -1.74 -5.26
H15 -1.56 -4.13 -5.39
H16 -2.92 -3.86 -4.31
H17 -0.23 -4.06 -3.47
H18 0.29 -2.45 -4.49
C7 -6.16 -2.92 3.26
C8 -7.52 -2.21 3.21
O7 -7.51 -1.10 2.31
O8 -5.83 -3.25 1.93
H19 -6.33 -3.85 3.82
H20 -5.40 -2.29 3.72
H21 -7.76 -1.95 4.25
H22 -8.28 -2.92 2.88
H23 -7.37 -1.51 1.47
H24 -4.98 -3.71 1.96
C9 -2.44 2.23 -3.79
C10 -3.34 2.81 -4.91
O9 -2.83 2.60 -6.23
O10 -1.09 2.82 -3.81
H25 -2.30 1.17 -3.98
H26 -2.94 2.38 -2.83
H27 -3.40 3.90 -4.80
H28 -4.29 2.28 -4.93
H29 -2.01 3.10 -6.33
H30 -0.66 2.40 -3.03
C11 -2.64 -3.15 0.81
C12 -2.53 -3.55 -0.64
O11 -1.60 -4.71 -0.72
O12 -3.17 -4.26 1.49
H31 -3.23 -2.25 0.99
H32 -1.60 -2.98 1.14
H33 -2.08 -2.73 -1.21
H34 -3.48 -3.81 -1.07
H35 -1.50 -4.86 -1.68
H36 -2.68 -5.02 1.13
C13 -0.91 0.73 7.21
C14 -0.13 0.47 5.99
O13 0.93 1.35 5.89
O14 0.02 0.94 8.32
H37 -1.66 -0.03 7.40
H38 -1.32 1.73 7.16
H39 -0.76 0.55 5.11
H40 0.24 -0.56 5.95
H41 1.08 1.57 6.82
H42 0.38 0.15 8.72
C15 -5.57 3.94 -1.01
C16 -6.30 5.28 -1.36
O15 -6.68 5.96 -0.13
O16 -4.23 4.11 -0.50
H43 -5.44 3.41 -1.94
H44 -6.14 3.32 -0.28
H45 -7.19 5.12 -1.99
H46 -5.63 5.92 -1.92
H47 -7.11 5.25 0.36
H48 -4.19 4.85 0.14
C17 -8.49 3.05 1.57
C18 -9.66 2.25 2.14
C19 -10.33 1.32 1.17
O17 -11.43 0.66 1.85
C20 -11.99 -0.30 0.98
N1 -9.15 1.51 3.27
H49 -8.32 3.85 2.31
H50 -8.64 3.44 0.55
H51 -7.55 2.46 1.55
H52 -10.38 2.99 2.55
H53 -9.67 0.50 0.87
H54 -10.59 1.86 0.25
H55 -12.42 0.14 0.08
H56 -12.77 -0.83 1.52
H57 -11.25 -1.08 0.72
H58 -9.95 1.04 3.68
H59 -8.50 0.78 2.95
C21 4.14 -3.02 -4.52
C22 2.69 -3.40 -4.81
C23 2.56 -4.79 -5.50
O18 1.27 -4.99 -6.04
C24 0.83 -6.34 -6.03
N2 1.80 -3.37 -3.68
H60 4.54 -3.78 -3.86
H61 4.20 -2.07 -3.98
H62 4.78 -2.93 -5.41
H63 2.29 -2.66 -5.54
H64 2.78 -5.50 -4.70
H65 3.22 -4.94 -6.36
H66 0.89 -6.76 -5.03
H67 1.37 -6.93 -6.77
H68 -0.19 -6.17 -6.32
H69 1.89 -2.50 -3.19
H70 1.96 -4.08 -2.95
C25 -2.03 7.76 -1.79
C26 -1.37 6.41 -1.98
C27 -0.91 5.85 -0.65
O19 -0.03 6.82 -0.16
C28 0.64 6.40 0.98
N3 -2.28 5.47 -2.64
H71 -2.68 7.97 -2.64
H72 -1.30 8.55 -1.60
H73 -2.73 7.73 -0.95
H74 -0.52 6.48 -2.67
H75 -0.40 4.87 -0.73
H76 -1.76 5.66 -0.01
H77 1.64 6.83 0.92
H78 0.77 5.30 0.99
H79 0.15 6.68 1.91
H80 -3.05 5.15 -2.07
H81 -1.79 4.61 -2.87
C29 -5.03 4.46 2.74
C30 -4.11 5.67 2.73
C31 -2.66 5.23 3.09
O20 -2.64 4.79 4.42
C32 -1.40 4.31 4.90
N4 -4.10 6.34 1.39
H82 -4.96 3.87 1.82
H83 -6.05 4.85 2.70
H84 -4.81 3.77 3.56
H85 -4.41 6.32 3.56
H86 -2.10 6.16 2.97
H87 -2.31 4.47 2.39
H88 -0.63 5.07 4.80
H89 -1.11 3.44 4.29
H90 -1.55 4.13 5.96
H91 -5.06 6.34 1.03
H92 -3.81 7.31 1.39
C33 1.53 2.07 -5.77
C34 0.57 1.48 -6.88
C35 0.25 2.56 -7.92
O21 -0.32 3.64 -7.19
C36 -0.72 4.62 -8.11
N5 1.17 0.30 -7.51
H93 1.00 2.65 -5.00
H94 2.32 2.67 -6.25
H95 1.95 1.22 -5.23
H96 -0.38 1.23 -6.38
H97 -0.49 2.13 -8.61
H98 1.16 2.95 -8.37
H99 -1.27 4.23 -8.97
H100 0.18 5.11 -8.47
H101 -1.43 5.21 -7.54
H102 2.17 0.44 -7.58
H103 1.02 -0.53 -6.95
C37 3.72 6.88 4.87
C38 4.18 6.72 3.47
C39 3.72 5.37 2.98
O22 4.38 4.29 3.57
C40 3.57 3.17 3.99
N6 3.61 7.83 2.68
H104 4.21 7.76 5.32
H105 3.98 5.99 5.46
H106 2.64 7.00 4.95
H107 5.28 6.68 3.36
H108 3.93 5.34 1.92
H109 2.63 5.26 3.07
H110 2.82 3.51 4.70
H111 4.34 2.57 4.48
H112 3.10 2.76 3.09
H113 3.93 8.73 3.03
H114 4.08 7.80 1.76
C41 4.25 4.78 -3.36
C42 3.06 4.90 -2.34
C43 3.41 4.28 -1.02
O23 3.77 2.93 -1.09
C44 4.26 2.37 0.12
N7 2.77 6.36 -2.10
H115 4.68 3.78 -3.26
H116 5.07 5.44 -3.05
H117 3.91 4.96 -4.38
H118 2.21 4.38 -2.76
H119 2.54 4.35 -0.32
H120 4.17 4.98 -0.62
H121 3.43 2.39 0.81
H122 5.06 2.99 0.52
H123 4.59 1.39 -0.22
H124 1.93 6.58 -1.57
H125 2.65 6.85 -2.98
C45 2.68 -8.85 2.60
O24 3.38 -7.81 3.22
C46 3.47 -7.97 4.65
C47 2.16 -7.83 5.35
N8 1.64 -6.46 5.34
C48 0.49 -6.28 6.19
C49 0.02 -4.86 6.20
O25 -0.55 -4.55 4.92
C50 -1.34 -3.31 5.00
H126 3.08 -9.82 2.93
H127 2.85 -8.77 1.52
H128 1.62 -8.84 2.81
H129 4.14 -7.21 5.02
H130 3.83 -9.01 4.74
H131 2.22 -8.19 6.36
H132 1.40 -8.56 4.99
H133 1.40 -6.23 4.35
H134 0.73 -6.60 7.21
H135 -0.34 -6.85 5.83
H136 0.88 -4.22 6.40
H137 -0.73 -4.70 7.00
H138 -1.87 -3.36 5.94
H139 -2.03 -3.28 4.19
H140 -0.71 -2.41 4.93
C51 1.19 -1.88 -0.39
O26 1.87 -1.46 -1.56
C52 2.24 -0.07 -1.56
C53 1.22 0.87 -2.24
N9 0.02 1.26 -1.51
C54 0.29 1.96 -0.23
C55 -1.01 2.09 0.58
O27 -1.52 0.79 0.89
C56 -2.22 0.75 2.14
H141 0.22 -1.41 -0.32
H142 1.78 -1.53 0.47
H143 1.13 -2.98 -0.51
H144 3.17 -0.07 -2.14
H145 2.49 0.23 -0.52
H146 0.97 0.43 -3.20
H147 1.76 1.81 -2.44
H148 -0.63 0.49 -1.39
H149 0.79 2.91 -0.45
H150 1.02 1.39 0.37
H151 -1.85 2.60 0.14
H152 -0.76 2.55 1.55
H153 -3.08 1.42 2.05
H154 -1.52 0.99 2.94
H155 -2.54 -0.29 2.26
C57 -0.66 -6.51 2.29
O28 0.71 -6.14 2.29
C58 0.93 -4.81 1.85
C59 2.33 -4.38 2.17
N10 3.31 -5.21 1.52
C60 4.68 -4.81 1.82
C61 5.60 -5.95 1.58
O29 5.58 -6.43 0.20
C62 6.15 -5.51 -0.74
H156 -0.71 -7.59 2.45
H157 -1.04 -6.26 1.29
H158 -1.21 -6.02 3.09
H159 0.25 -4.13 2.33
H160 0.71 -4.86 0.79
H161 2.46 -4.36 3.26
H162 2.43 -3.33 1.87
H163 3.15 -6.15 1.87
H164 4.72 -4.45 2.85
H165 4.98 -4.02 1.13
H166 5.42 -6.78 2.26
H167 6.65 -5.64 1.74
H168 7.03 -5.05 -0.29
H169 5.47 -4.69 -0.96
H170 6.28 -6.08 -1.65
C63 7.70 5.00 -0.86
O30 9.02 4.80 -1.20
C64 9.75 4.09 -0.18
C65 9.49 2.56 -0.12
N11 9.87 1.96 -1.38
C66 9.42 0.56 -1.45
C67 7.98 0.35 -1.69
O31 7.67 0.88 -2.93
C68 6.31 0.77 -3.27
H171 7.69 5.34 0.19
H172 7.11 4.09 -0.97
H173 7.33 5.77 -1.51
H174 9.48 4.52 0.79
H175 10.81 4.23 -0.42
H176 8.48 2.25 0.09
H177 10.03 2.27 0.77
H178 9.48 2.51 -2.13
H179 9.83 0.03 -0.60
H180 9.92 0.14 -2.34
H181 7.38 0.85 -0.90
H182 7.64 -0.69 -1.71
H183 5.67 1.39 -2.62
H184 6.01 -0.26 -3.17
H185 6.22 1.18 -4.28
C69 0.93 -0.54 2.65
O32 2.33 -0.82 2.46
C70 3.06 -0.64 3.72
C71 4.53 -0.92 3.43
N12 5.12 -0.06 2.45
C72 6.51 -0.32 2.02
C73 6.82 -1.76 1.60
O33 6.46 -2.07 0.23
C74 5.22 -1.57 -0.28
H186 0.45 -0.67 1.70
H187 0.75 0.43 3.11
H188 0.49 -1.25 3.36
H189 2.64 -1.38 4.39
H190 2.92 0.40 4.07
H191 4.65 -1.96 3.17
H192 5.10 -0.85 4.37
H193 4.47 0.00 1.68
H194 7.18 -0.06 2.86
H195 6.70 0.40 1.23
H196 6.18 -2.41 2.18
H197 7.87 -2.00 1.66
H198 5.21 -1.95 -1.29
H199 5.28 -0.49 -0.41
H200 4.42 -1.85 0.39
C75 -4.89 0.10 -0.18
O34 -5.14 0.33 -1.52
C76 -5.03 -0.85 -2.29
C77 -5.25 -0.49 -3.76
N13 -4.92 -1.68 -4.56
C78 -5.08 -1.51 -5.98
C79 -4.76 -2.80 -6.72
O35 -5.70 -3.79 -6.32
C80 -5.47 -5.07 -6.95
H201 -3.94 -0.42 0.01
H202 -5.62 -0.52 0.35
H203 -4.91 1.04 0.37
H204 -5.69 -1.65 -1.93
H205 -4.02 -1.28 -2.21
H206 -4.46 0.20 -3.93
H207 -6.28 -0.18 -3.95
H208 -5.59 -2.38 -4.24
H209 -4.50 -0.70 -6.41
H210 -6.10 -1.23 -6.26
H211 -3.72 -3.09 -6.52
H212 -4.86 -2.68 -7.80
H213 -6.33 -5.70 -6.79
H214 -4.61 -5.52 -6.45
H215 -5.30 -4.84 -7.99